No. 1
Molecular formula: C4H6O2
Method: DFT, ωB97M-V with the def2-TZVPD basis set

Max |F| ... 0.492 eV Å⁻¹
Frontier orbital gap ... 10.0 eV
Relative energy (zero: lowest compared OMol25 entry of this formula, charge and spin) ... 60.2 kcal/mol

Cartesian coordinates (Å):
O1 1.49223 -1.17780 0.79067
C1 0.51438 -0.30855 0.57029
C2 -0.94230 -0.65131 0.41155
C3 -1.03490 0.87586 0.12115
O2 -1.93865 1.58632 -0.23712
C4 0.40664 1.02978 0.38850
H1 2.33661 -0.70927 0.85896
H2 0.29279 -0.44314 -2.24092
H3 -1.42828 -0.97158 1.33662
H4 -1.21559 -1.32032 -0.41229
H5 0.41572 0.22898 -1.94802
H6 1.10135 1.86102 0.36062



No. 2
Molecular formula: C5H11O
Method: DFT, ωB97M-V with the def2-TZVPD basis set

Max |F| ... 3.870 eV Å⁻¹
Frontier orbital gap ... 8.7 eV
Relative energy (zero: lowest compared OMol25 entry of this formula, charge and spin) ... 32.9 kcal/mol
Net charge ... +1

Cartesian coordinates (Å):
C1 3.18976 -0.38947 -0.41765
C2 -2.17109 -0.83468 0.58478
C3 -0.17045 1.62846 0.35082
C4 -1.01470 -0.74540 -0.38168
C5 -0.36862 0.57746 -0.64554
O1 2.01949 -0.37311 -0.57753
H1 3.58651 -0.92073 0.47814
H2 3.89931 0.12083 -1.08343
H3 -2.80383 0.03184 0.49385
H4 -1.98312 -1.04286 1.65752
H5 -2.69026 -1.87237 0.30314
H6 0.17046 2.56254 -0.07448
H7 -1.06961 1.79710 1.04413
H8 0.48264 1.11446 1.16496
H9 -0.01384 -1.03434 -0.03785
H10 -1.14163 -1.28806 -1.25040
H11 0.07897 0.66834 -1.60877



No. 3
Molecular formula: C54H45BrIN4O4Rb
Method: DFT, ωB97M-V with the def2-TZVPD basis set

Max |F| ... 2.872 eV Å⁻¹
Frontier orbital gap ... 5.9 eV
Relative energy (zero: lowest compared OMol25 entry of this formula, charge and spin) ... 28.1 kcal/mol
Net charge ... -2

Cartesian coordinates (Å):
Rb1 0.86819 -0.39798 -0.32604
C1 0.60539 -1.06918 5.70226
C2 1.48919 -0.16158 5.14026
C3 2.18119 -0.47768 3.99356
C4 2.00779 -1.72078 3.35376
C5 1.08409 -2.61578 3.92136
C6 0.40619 -2.29198 5.07936
N1 2.67869 -2.00878 2.19916
C7 3.98479 -1.96938 2.10326
C8 4.85199 -2.01188 3.24886
C9 6.19779 -2.19028 3.14766
C10 6.80919 -2.32908 1.88626
C11 6.04669 -2.21708 0.76116
C12 4.65009 -1.97728 0.81516
N2 3.92879 -1.72818 -0.28844
N3 4.59579 -1.57578 -1.40394
C13 3.92109 -1.53238 -2.56474
C14 4.56079 -0.90338 -3.66444
C15 3.94529 -0.91118 -4.88854
C16 2.72479 -1.57378 -5.02644
C17 2.17709 -2.16478 -3.90074
N4 2.73649 -2.16518 -2.70814
H1 0.06679 -0.81378 6.60676
H2 1.63909 0.80102 5.61596
H3 2.87089 0.22922 3.55036
H4 0.91609 -3.57608 3.45096
H5 -0.27671 -3.00498 5.52556
H6 4.38779 -1.94248 4.22476
H7 6.81469 -2.22688 4.04146
H8 7.87479 -2.51608 1.81786
H9 6.48329 -2.27868 -0.22584
H10 5.50959 -0.41158 -3.51344
H11 4.39059 -0.41958 -5.74674
H12 2.21639 -1.60808 -5.97774
H13 1.22639 -2.68558 -3.96294
C18 -3.41501 3.74042 2.17526
C19 -3.45901 3.57552 0.64506
C20 -4.46171 4.56112 0.02836
O1 -2.20101 3.81822 0.08446
C21 -1.53951 2.56432 -0.08344
C22 -2.72021 1.60982 -0.33384
O2 -3.81761 2.25472 0.32406
C23 -2.70991 0.07682 0.11586
O3 -1.58841 -0.56038 -0.20534
C24 -2.91741 -0.08958 1.63086
C25 -3.87611 -0.94978 2.16436
C26 -3.91061 -1.23638 3.51756
C27 -3.00521 -0.65668 4.38546
C28 -2.02531 0.17512 3.86816
C29 -1.97041 0.42762 2.51246
C30 -3.95731 -0.43898 -0.65084
C31 -5.26291 -0.05928 -0.34594
C32 -6.32651 -0.51068 -1.10754
C33 -6.11231 -1.35618 -2.18554
C34 -4.81881 -1.74728 -2.48884
C35 -3.75761 -1.29108 -1.72694
C36 -0.38461 2.76232 -1.15194
O4 0.63599 1.92692 -0.96354
C37 -1.00351 2.71252 -2.55454
C38 -0.51081 1.81112 -3.48634
C39 -1.03751 1.74572 -4.76364
C40 -2.07511 2.58412 -5.13324
C41 -2.56801 3.49692 -4.21404
C42 -2.03331 3.56512 -2.94044
C43 0.20499 4.16392 -0.88754
C44 0.62399 4.50412 0.39796
C45 1.34069 5.65772 0.64296
C46 1.67639 6.50782 -0.39894
C47 1.28689 6.17642 -1.68344
C48 0.56239 5.02202 -1.92454
H14 -3.14921 4.76612 2.42626
H15 -2.67091 3.05992 2.57826
H16 -4.37991 3.48272 2.60466
H17 -4.07611 5.57172 0.13056
H18 -5.42741 4.47122 0.51996
H19 -4.57121 4.32492 -1.02524
H20 -1.02431 2.30132 0.84326
H21 -2.91721 1.59912 -1.41864
H22 -4.59851 -1.42318 1.51716
H23 -4.65381 -1.92578 3.90076
H24 -3.04141 -0.87128 5.44636
H25 -1.28051 0.61222 4.51956
H26 -1.15631 1.02112 2.12866
H27 -5.44511 0.61552 0.47636
H28 -7.33951 -0.21138 -0.85784
H29 -6.94711 -1.70298 -2.78604
H30 -4.63971 -2.42008 -3.31894
H31 -2.73521 -1.56698 -1.95444
H32 0.30569 1.16752 -3.19034
H33 -0.63481 1.03062 -5.47074
H34 -2.49761 2.53442 -6.13034
H35 -3.38031 4.15842 -4.48914
H36 -2.41391 4.28462 -2.23124
H37 0.38539 3.85492 1.22686
H38 1.64649 5.89762 1.65506
H39 2.24309 7.41082 -0.20934
H40 1.54979 6.82732 -2.50994
H41 0.26399 4.79132 -2.93734
Br1 -0.12131 -7.42288 -0.48994
C49 1.61519 -6.67258 -0.52964
C50 2.68599 -7.54608 -0.62854
C51 3.97639 -7.04558 -0.66324
C52 4.17649 -5.67478 -0.60424
C53 3.09969 -4.81088 -0.50834
C54 1.79719 -5.29588 -0.46444
I1 0.17179 -3.93678 -0.29274
H42 2.50099 -8.60948 -0.67704
H43 4.81249 -7.72798 -0.73744
H44 5.17979 -5.27408 -0.63064
H45 3.25479 -3.74228 -0.46784



No. 4
Molecular formula: C6H6AsBrCl2FeNOS4
Method: DFT, ωB97M-V with the def2-TZVPD basis set

Multiplicity ... 2
Max |F| ... 0.910 eV Å⁻¹
Frontier orbital gap (spin up / spin down) ... 7.2 / 5.7 eV
<S²> ... 0.8218
Relative energy (zero: lowest compared OMol25 entry of this formula, charge and spin) ... 0.0 kcal/mol

Cartesian coordinates (Å):
Fe1 0.55298 1.77852 -0.06997
O1 -3.58358 -2.81631 0.49597
C1 -2.62476 -1.89433 0.29739
C2 -1.88938 -1.79613 -0.88290
C3 -0.93185 -0.81337 -0.98047
N1 -0.66766 0.04657 0.01106
C4 -1.39158 -0.05830 1.11342
Br1 -1.01841 1.25014 2.42804
C5 -2.37547 -0.99851 1.32936
H1 -3.68596 -3.37089 -0.28544
H2 -2.06354 -2.46826 -1.71283
H3 -0.34146 -0.68411 -1.87833
H4 -2.93869 -1.03530 2.24904
S1 3.71069 5.49959 -1.39934
As1 3.24058 3.65494 -0.66558
S2 1.14610 1.72007 -2.24898
S3 -0.59319 2.54715 -1.79495
S4 1.46604 3.81002 0.58582
Cl1 2.38711 0.69514 1.18071
C6 2.85495 -0.97722 0.77027
Cl2 2.51580 -1.40719 -0.90013
H5 2.30748 -1.64603 1.42318
H6 3.92381 -1.03620 0.93468



No. 5
Molecular formula: C12H21FN2O5P
Method: DFT, ωB97M-V with the def2-TZVPD basis set

Max |F| ... 10.086 eV Å⁻¹
Frontier orbital gap ... 2.1 eV
Net charge ... -1

Cartesian coordinates (Å):
C1 -3.84161 -0.36207 -1.97549
P1 -3.62236 1.41762 -1.31294
O1 -3.79795 2.45595 -2.73947
C2 -1.85042 1.76648 -0.68059
C3 -1.91681 2.68736 0.70621
N1 -0.79597 2.41680 1.50173
C4 0.13756 1.50352 0.73751
C5 1.43037 0.82474 1.47955
C6 2.14893 -0.24659 0.45141
C7 2.28461 0.31073 -1.10205
C8 3.14799 -0.68488 -2.09104
N2 4.60089 -0.22356 -2.10902
C9 -0.99245 0.51263 0.01932
C10 -1.77410 -0.34391 1.21396
C11 -1.72316 -1.98101 0.94286
O2 -0.81123 -2.73669 1.56649
F1 -2.67973 -2.68209 0.04047
H1 -2.84450 -0.97709 -2.01682
H2 -4.65168 -0.88123 -1.27519
H3 -4.36746 -0.28323 -3.04142
H4 -2.97415 2.34327 -3.32739
H5 -1.12335 2.07799 -1.53331
H6 -2.80668 3.41246 0.95635
H7 -0.66449 2.83573 2.46478
H8 0.53146 2.24813 -0.11879
H9 1.19223 0.37040 2.54912
H10 2.24185 1.67645 1.68056
H11 3.27099 -0.35921 0.84199
H12 1.66148 -1.30870 0.52562
H13 1.25756 0.50409 -1.63152
H14 2.81574 1.37508 -1.00541
H15 2.75080 -0.55648 -3.20539
H16 3.02620 -1.82670 -1.78709
H17 4.97867 -0.43217 -1.14880
H18 5.09181 -0.90741 -2.74588
H19 -0.57874 -0.30945 -0.70819
H20 -1.17716 -0.17150 2.22874
H21 -2.86551 0.05324 1.41326
C12 1.30733 -3.42821 3.55689
O3 0.94173 -4.59254 3.50787
O4 2.41397 -3.01300 3.19406
O5 0.62738 -2.48495 3.97706



No. 6
Molecular formula: C5H18O5S
Method: DFT, ωB97M-V with the def2-TZVPD basis set

Max |F| ... 4.547 eV Å⁻¹
Frontier orbital gap ... 8.9 eV
Relative energy (zero: lowest compared OMol25 entry of this formula, charge and spin) ... 42.6 kcal/mol

Cartesian coordinates (Å):
C1 2.47969 0.51319 2.93242
S1 1.29443 -0.74014 2.67764
C2 -0.32963 0.36018 2.44062
C3 -0.22119 1.42586 1.30232
C4 -0.97188 1.08639 0.02999
C5 -0.34467 1.61636 -1.13456
O1 -0.20568 0.82560 -2.02523
H1 3.38268 0.07261 2.40359
H2 2.17314 1.36599 2.37844
H3 2.89812 0.82954 3.99514
H4 -0.64931 0.61614 3.39719
H5 -1.08193 -0.41644 2.02117
H6 0.75951 1.64113 1.08948
H7 -0.39365 2.39332 1.77783
H8 -1.03274 -0.06521 -0.11101
H9 -1.96842 1.42378 0.09615
H10 0.17006 2.61156 -1.19027
O2 -1.27373 -1.52543 -3.95123
H11 -0.64868 -0.99473 -3.53380
H12 -2.12938 -0.93098 -3.91770
O3 2.49519 3.13295 -2.90603
H13 2.46481 2.26458 -3.31303
H14 3.16913 3.29499 -2.30245
O4 -1.84078 -2.13889 1.19137
H15 -2.53143 -2.50613 1.79283
H16 -2.12354 -2.09947 0.19382
O5 -2.07571 -2.92913 -1.86152
H17 -2.01935 -3.89431 -1.96809
H18 -1.61815 -2.69683 -2.65513



No. 7
Molecular formula: C4H17N2O2
Method: DFT, ωB97M-V with the def2-TZVPD basis set

Max |F| ... 6.540 eV Å⁻¹
Frontier orbital gap ... 9.1 eV
Relative energy (zero: lowest compared OMol25 entry of this formula, charge and spin) ... 87.3 kcal/mol
Net charge ... +1

Cartesian coordinates (Å):
N1 1.48771 0.49418 1.60085
C1 1.97050 -0.08233 0.14694
C2 2.78806 0.99533 -0.44934
C3 0.66608 -0.38332 -0.70024
N2 -0.51877 0.43292 -0.65339
C4 -0.51886 1.58264 -1.45392
H1 1.20965 -0.14086 2.24636
H2 2.22492 1.03041 2.02785
H3 0.59527 1.00965 1.12225
H4 2.50618 -1.10130 0.32540
H5 2.37812 1.99968 -0.20702
H6 2.77899 1.08492 -1.50823
H7 3.90701 0.99651 -0.31540
H8 0.95101 -0.70661 -1.81994
H9 0.29341 -1.34207 -0.20940
H10 -1.38408 0.34414 0.00270
H11 0.29577 1.70155 -2.35312
H12 -1.51209 1.57593 -2.07182
H13 -0.58228 2.54837 -0.80871
H14 -5.76371 -4.42613 -0.75403
H15 -4.33967 -4.80274 -0.79953
O1 -5.00187 -4.29113 -1.21522
H16 -1.63698 -0.32435 2.69857
H17 -1.57258 1.32506 2.81345
O2 -1.22179 0.47956 2.33492